22
Properties=species:S:1:pos:R:3:mulliken_charge:R:1 method="wB97M-V/def2-TZVPD" total_charge=0 relative_energy_kcal_mol=37.6 multiplicity=1 largest_force_ev_per_a=4.7 smiles="Cc1ccccc1/C(C=O)=N/SO"
C 0.337 1.674 -0.530 -2.213
C 0.542 0.209 -0.156 0.512
C 1.791 -0.369 -0.234 -0.346
C 2.078 -1.700 -0.021 -0.540
C 1.073 -2.587 0.324 -0.701
C -0.195 -2.157 0.300 -0.495
C -0.449 -0.746 0.116 1.094
C -1.855 -0.318 0.233 0.012
C -2.275 0.749 1.002 0.283
O -3.486 1.006 1.090 -0.690
N -2.827 -1.146 -0.142 -0.373
S -4.360 -0.864 -0.260 0.242
O -4.821 0.465 -1.103 -0.424
H 0.965 1.855 -1.280 0.604
H -0.627 1.794 -0.826 0.506
H 0.463 2.291 0.248 0.464
H 2.676 0.346 -0.514 0.209
H 3.162 -1.887 -0.100 0.323
H 1.191 -3.588 0.478 0.467
H -0.901 -2.945 0.398 0.410
H -1.414 1.210 1.640 0.276
H -4.295 1.225 -0.836 0.380



11
Properties=species:S:1:pos:R:3:mulliken_charge:R:1 method="wB97M-V/def2-TZVPD" total_charge=0 relative_energy_kcal_mol=19.3 multiplicity=1 largest_force_ev_per_a=0.6 smiles="[H]/N=C(/C)OC=O"
H 0.227 1.894 -0.728 0.272
N -0.594 1.484 -0.287 -0.591
C -0.345 0.353 0.197 0.688
C -1.357 -0.529 0.854 -0.970
O 0.925 -0.262 0.235 -0.278
C 1.753 -0.216 -0.833 0.122
O 1.514 0.261 -1.906 -0.469
H -1.028 -0.823 1.855 0.290
H -1.477 -1.439 0.256 0.266
H -2.314 -0.012 0.913 0.319
H 2.695 -0.711 -0.557 0.351



77
Properties=species:S:1:pos:R:3:mulliken_spin:R:1 method="wB97M-V/def2-TZVPD" total_charge=+1 relative_energy_kcal_mol=87.3 multiplicity=4 largest_force_ev_per_a=2.1
Cr -0.851 -0.089 -0.377 1.983
C -2.781 0.826 -2.930 0.029
C -1.702 1.828 -2.596 0.009
C -1.523 2.966 -3.377 -0.005
C -0.550 3.871 -3.033 0.007
C 0.204 3.654 -1.885 -0.006
C -0.026 2.520 -1.142 0.010
N -0.938 1.618 -1.506 -0.041
C 0.687 2.198 0.143 0.018
C 1.177 3.198 0.927 0.099
C 1.548 2.881 2.236 0.008
C 1.563 1.578 2.616 0.024
C 1.251 0.552 1.688 0.108
N 0.660 0.906 0.510 -0.011
C 1.716 -0.791 2.038 0.298
C 2.906 -0.851 2.791 -0.118
C 3.408 -2.009 3.300 0.224
C 2.649 -3.204 3.144 0.022
C 1.527 -3.213 2.399 0.098
C 0.720 -4.483 2.264 -0.003
N 1.094 -2.039 1.740 0.208
H -3.761 1.274 -2.751 0.002
H -2.702 -0.065 -2.317 -0.007
H -2.743 0.543 -3.983 0.001
H -2.157 3.128 -4.245 0.000
H -0.375 4.746 -3.650 0.000
H 0.978 4.352 -1.583 0.000
H 1.181 4.219 0.567 0.003
H 1.810 3.661 2.944 -0.001
H 1.811 1.312 3.634 0.006
H 3.457 0.069 2.935 0.004
H 4.353 -2.013 3.830 0.011
H 2.971 -4.127 3.613 0.002
H 0.940 -5.123 3.118 0.003
H 0.986 -5.042 1.358 0.006
H -0.359 -4.298 2.246 0.003
Cl 2.160 -3.312 -0.651 0.000
C 0.484 -3.086 -0.355 -0.007
C 0.115 -2.242 0.705 -0.061
C -1.241 -2.215 1.045 -0.005
Cl -1.640 -1.600 2.600 0.001
C -2.211 -2.846 0.251 0.042
Cl -3.861 -2.764 0.686 0.001
C -1.819 -3.577 -0.851 -0.005
Cl -2.987 -4.319 -1.854 -0.001
C -0.454 -3.725 -1.132 0.001
Cl 0.043 -4.751 -2.421 0.001
O 0.123 -0.800 -1.911 -0.071
C 0.695 -1.167 -2.920 0.024
C -0.002 -1.608 -4.161 -0.001
C 0.123 -0.459 -5.199 0.003
C 1.533 0.124 -5.428 -0.002
C 2.026 1.049 -4.295 0.002
C 2.614 0.296 -3.088 0.002
N 2.049 -1.072 -3.012 0.010
H -1.051 -1.824 -3.958 0.000
H 0.469 -2.512 -4.552 0.001
H -0.520 0.364 -4.894 -0.001
H -0.262 -0.839 -6.146 0.000
H 1.486 0.715 -6.342 0.000
H 2.256 -0.677 -5.620 0.000
H 1.186 1.661 -3.963 -0.002
H 2.781 1.734 -4.689 0.000
H 2.396 0.810 -2.155 0.002
H 3.693 0.196 -3.175 0.000
H 2.395 -1.643 -3.765 0.000
C -4.407 1.533 0.141 0.005
C -3.417 0.973 1.140 0.006
C -2.835 2.070 2.020 0.003
O -2.356 0.291 0.473 0.050
H -5.238 2.020 0.664 0.000
H -4.815 0.728 -0.479 0.001
H -3.916 2.276 -0.500 -0.001
H -3.945 0.259 1.774 0.007
H -2.283 2.786 1.397 0.000
H -2.148 1.637 2.754 -0.001
H -3.630 2.604 2.559 0.000



17
Properties=species:S:1:pos:R:3:mulliken_charge:R:1 method="wB97M-V/def2-TZVPD" total_charge=0 relative_energy_kcal_mol=25.5 multiplicity=1 largest_force_ev_per_a=4.5 smiles="C1=C[C@@H]2C=C[C@H](C=C1)S2"
C -0.303 0.593 -1.757 -0.114
C -1.407 0.563 -0.969 -0.583
C -1.517 -0.027 0.450 -0.043
C -0.553 0.691 1.365 -0.495
C 0.615 0.023 1.705 -0.479
C 0.761 -1.187 0.877 -0.185
C 1.472 -0.833 -0.474 -0.515
C 1.001 0.073 -1.482 -0.314
S -0.905 -1.783 0.397 -0.205
H -0.451 1.138 -2.707 0.296
H -2.157 1.246 -1.252 0.354
H -2.533 0.032 0.979 0.405
H -0.809 1.672 1.884 0.295
H 1.380 0.599 2.309 0.301
H 1.247 -2.026 1.374 0.479
H 2.462 -1.133 -0.479 0.432
H 1.696 0.360 -2.219 0.370



12
Properties=species:S:1:pos:R:3:mulliken_charge:R:1 method="wB97M-V/def2-TZVPD" total_charge=0 relative_energy_kcal_mol=79.1 multiplicity=1 largest_force_ev_per_a=1.6 smiles="N#C[C@@H](O)C1C=C1"
N 3.110 0.856 -0.351 -0.422
C 2.126 0.320 -0.043 -0.007
C 0.876 -0.323 0.420 0.424
O 0.337 0.409 1.485 -0.504
C -0.243 -0.407 -0.626 -0.506
C -1.593 -0.551 -0.029 -0.014
C -1.334 0.623 -0.508 -0.863
H 1.127 -1.351 0.716 0.269
H -0.292 1.021 1.018 0.381
H -0.021 -0.887 -1.579 0.447
H -2.316 -1.242 0.366 0.378
H -1.777 1.532 -0.869 0.415



18
Properties=species:S:1:pos:R:3:mulliken_charge:R:1 method="wB97M-V/def2-TZVPD" total_charge=0 relative_energy_kcal_mol=81.4 multiplicity=1 largest_force_ev_per_a=2.5 smiles="CC[SiH2]C.O=[SiH2]"
C 0.723 -1.878 0.873 -1.131
C 1.433 -0.589 0.422 -0.621
Si 0.311 0.963 -0.091 0.395
C 1.802 2.137 -0.172 -0.955
H 0.582 -2.702 0.112 0.278
H 1.450 -2.422 1.541 0.328
H -0.107 -1.525 1.453 0.322
H 2.263 -0.786 -0.252 0.385
H 1.778 -0.263 1.392 0.299
H -0.858 1.578 0.926 -0.076
H -0.261 0.471 -1.483 -0.106
H 2.496 1.603 -0.880 0.269
H 1.804 3.283 -0.436 0.296
H 2.370 2.026 0.739 0.298
O -2.622 -0.051 -0.314 -0.100
Si -3.963 -0.387 -0.955 0.196
H -4.636 0.338 -2.168 -0.038
H -4.565 -1.797 -0.706 -0.039



8
Properties=species:S:1:pos:R:3:mulliken_charge:R:1 method="wB97M-V/def2-TZVPD" total_charge=-2 relative_energy_kcal_mol=75.6 multiplicity=1 largest_force_ev_per_a=4.8
C -1.251 2.105 -0.672 0.090
C 0.142 -0.277 0.065 -0.708
O -1.282 -2.591 0.031 -0.495
O 1.152 0.755 -0.336 -0.017
O 0.434 -1.092 1.149 -0.047
O -1.387 2.804 0.298 -0.321
P 0.122 -2.092 -0.231 -0.635
H 2.070 0.388 -0.305 0.132



16
Properties=species:S:1:pos:R:3:mulliken_charge:R:1 method="wB97M-V/def2-TZVPD" total_charge=0 relative_energy_kcal_mol=47.8 multiplicity=1 largest_force_ev_per_a=4.2 smiles="C[C@H](CS)NC=O"
C 0.549 0.693 1.366 -1.279
C 0.234 -0.352 0.215 0.198
C 1.076 -0.358 -1.114 -0.700
S 2.001 1.022 -1.631 -0.159
N -1.148 -0.088 -0.310 -0.114
C -2.178 -0.828 0.103 0.098
O -1.987 -1.964 0.638 -0.611
H 0.187 0.218 2.318 0.339
H 0.407 1.757 1.423 0.332
H 1.677 0.701 1.479 0.355
H 0.356 -1.321 0.600 0.380
H 1.822 -1.229 -0.950 0.300
H 0.309 -0.743 -1.909 0.335
H 1.041 1.864 -1.479 0.070
H -1.263 0.769 -0.748 0.209
H -3.083 -0.139 -0.001 0.248